1.
Here is C44H52N6SbTi as an isolated structure from the Open Molecules 2025 dataset. Energies are from ωB97M-V/def2-TZVPD.

Summary:
Total charge: +2
Multiplicity: 2
Energy above the lowest of the compared OMol25 structures with the same formula, charge and spin (eV): 1.116
Total energy (eV): -85054.0310
⟨S²⟩: 0.755

Geometry as XYZ:
```
104
Properties=species:S:1:pos:R:3:forces:R:3
Ti -1.648 -0.573 1.053 0.5 -0.3 0.5
C -1.674 2.529 0.286 -0.4 -0.4 0.0
C -1.421 2.869 1.746 -0.1 -0.3 0.1
C -0.457 1.963 2.479 -0.1 -0.3 -0.3
C 0.295 2.484 3.516 0.0 0.3 0.2
C 1.249 1.707 4.143 0.2 0.2 0.3
C 1.461 0.414 3.698 0.3 0.0 0.2
C 0.670 -0.064 2.689 -0.5 0.3 -0.3
N -0.300 0.679 2.097 0.6 0.4 0.5
N -2.481 1.286 0.077 0.0 0.1 -0.3
C -2.370 0.810 -1.345 -0.4 -0.2 0.5
C -3.122 -0.507 -1.448 0.2 0.4 0.2
C -3.867 -0.865 -2.544 -0.1 0.1 -0.3
C -4.681 -1.985 -2.462 -0.2 -0.1 -0.3
C -4.739 -2.689 -1.276 -0.2 -0.4 0.0
C -3.923 -2.302 -0.237 0.2 0.0 0.2
N -3.107 -1.243 -0.319 -0.5 -0.2 -0.7
C -3.895 1.471 0.508 0.5 -0.1 0.1
C -4.060 1.091 1.956 0.5 -0.2 -0.2
C -5.035 1.652 2.748 -0.4 0.3 0.0
C -5.112 1.286 4.077 -0.2 0.1 0.2
C -4.192 0.381 4.581 -0.1 0.0 0.3
C -3.251 -0.142 3.729 0.1 0.0 -0.4
N -3.184 0.187 2.425 -0.2 0.2 0.4
H -0.726 2.379 -0.211 0.2 -0.1 -0.1
H -2.184 3.365 -0.193 -0.2 0.1 -0.1
H -2.353 2.938 2.311 -0.1 0.0 0.0
H -0.994 3.870 1.769 -0.1 0.0 0.1
H 0.129 3.513 3.819 0.0 -0.1 0.0
H 1.842 2.115 4.957 -0.1 0.0 -0.1
H 2.233 -0.219 4.116 -0.1 0.0 0.0
H 0.814 -1.066 2.320 -0.1 -0.1 0.0
H -1.311 0.690 -1.567 0.2 0.0 0.0
H -2.779 1.526 -2.054 -0.1 0.2 -0.1
H -3.835 -0.257 -3.442 0.0 -0.1 0.1
H -5.294 -2.279 -3.309 0.1 0.0 0.1
H -5.392 -3.549 -1.155 0.1 0.2 0.0
H -3.906 -2.847 0.695 0.0 0.0 0.1
H -4.539 0.841 -0.089 -0.2 -0.2 -0.2
H -4.214 2.494 0.346 -0.1 0.3 0.0
H -5.720 2.382 2.325 0.1 -0.1 0.1
H -5.878 1.709 4.718 0.1 0.0 -0.1
H -4.201 0.081 5.621 0.0 0.0 -0.1
H -2.524 -0.856 4.081 0.1 -0.1 0.0
C 3.591 -0.325 -4.286 0.0 0.0 0.1
C 4.074 -0.409 -2.981 -0.1 0.0 0.1
C 3.217 -0.748 -1.932 -0.2 0.0 -0.2
C 1.866 -1.003 -2.187 0.3 0.2 -0.2
C 1.386 -0.899 -3.496 0.2 0.2 0.1
C 2.243 -0.564 -4.542 0.0 0.0 0.1
Sb 0.543 -1.724 -0.684 0.2 -0.5 -0.4
C 1.956 -2.781 0.504 0.4 0.1 0.3
C 2.059 -4.174 0.458 0.2 0.2 0.2
C 3.057 -4.821 1.189 -0.1 0.1 0.0
C 3.954 -4.092 1.964 -0.1 -0.1 0.0
C 3.852 -2.707 2.026 -0.1 0.0 -0.1
C 2.855 -2.056 1.305 0.0 -0.2 -0.1
C -0.094 -3.396 -1.865 0.1 -0.3 -0.2
C 0.733 -3.906 -2.878 -0.2 0.0 0.1
C 0.317 -4.981 -3.657 0.0 0.0 0.0
C -0.926 -5.573 -3.439 0.1 0.0 0.0
C -1.732 -5.114 -2.407 0.1 0.1 0.1
C -1.308 -4.039 -1.625 0.3 -0.2 -0.4
H 4.266 -0.083 -5.103 -0.1 0.0 0.1
H 5.128 -0.229 -2.779 -0.2 0.0 0.0
H 3.621 -0.823 -0.928 -0.1 0.0 -0.1
H 0.344 -1.105 -3.720 0.0 0.0 0.0
H 1.862 -0.503 -5.558 0.1 0.0 0.2
H 1.377 -4.762 -0.141 0.0 0.0 -0.1
H 3.136 -5.904 1.144 0.0 0.2 0.0
H 4.736 -4.603 2.518 -0.1 0.1 -0.1
H 4.552 -2.134 2.629 -0.1 -0.1 -0.1
H 2.799 -0.970 1.357 0.1 -0.1 -0.1
H 1.712 -3.478 -3.060 -0.1 0.0 0.0
H 0.972 -5.364 -4.437 -0.1 0.1 0.1
H -1.250 -6.405 -4.058 0.1 0.1 0.1
H -2.684 -5.597 -2.202 0.2 0.1 0.0
H -1.905 -3.742 -0.792 -0.4 0.2 0.4
C -1.613 -2.356 2.180 -0.3 -0.2 -0.3
H -1.197 -3.178 1.584 0.0 0.0 0.0
H -2.605 -2.681 2.501 -0.1 0.0 0.0
H -1.008 -2.304 3.081 0.2 0.1 0.2
C 1.464 4.970 1.361 -0.1 0.2 0.0
C 2.434 3.861 0.968 0.2 0.0 -0.4
N 2.466 3.607 -0.477 -0.1 0.2 -0.2
C 3.328 4.511 -1.274 -0.1 -0.3 0.3
C 4.780 4.045 -1.321 0.1 -0.1 0.0
C 1.745 2.595 -1.055 0.1 -0.1 0.5
C 1.554 2.672 -2.548 0.3 0.0 0.1
N 1.180 1.609 -0.410 0.2 0.5 -0.5
H 1.378 5.044 2.457 0.1 0.0 -0.4
H 0.471 4.775 0.936 0.3 0.1 0.1
H 1.796 5.949 0.998 -0.1 -0.2 0.0
H 2.164 2.950 1.490 0.1 -0.1 0.1
H 3.442 4.111 1.292 0.1 0.0 0.0
H 3.264 5.507 -0.838 0.0 0.1 0.1
H 2.939 4.589 -2.283 0.0 0.0 0.0
H 5.227 4.013 -0.321 -0.1 0.0 -0.2
H 5.382 4.727 -1.933 -0.1 -0.1 0.1
H 4.844 3.042 -1.761 0.0 0.2 0.1
H 1.215 3.664 -2.857 0.0 -0.1 0.0
H 0.826 1.931 -2.834 -0.2 -0.2 -0.1
H 2.484 2.445 -3.083 -0.1 0.0 0.1
H 1.403 1.649 0.579 0.1 0.0 0.0
```
Forces are in eV/Å.

2.
Here is one molecule with the formula C17H23N3O4S in a non-equilibrium geometry from the Open Molecules 2025 dataset. Energies are from ωB97M-V/def2-TZVPD.

Summary:
Total charge: 0
Energy above the lowest of the compared OMol25 structures with the same formula, charge and spin (eV): 2.751
Structure (SMILES): CCN(CC)S(=O)(=O)c1cccc(C(=O)N/N=C2\CCCC(=O)C2)c1
Total energy (eV): -41497.1159

Geometry as XYZ:
```
48
Properties=species:S:1:pos:R:3:forces:R:3
C -1.306 -0.838 -1.806 -0.1 -0.2 0.2
C -1.713 -1.626 -0.560 0.6 -0.1 -0.3
N -2.737 -0.997 0.238 0.2 0.6 1.0
C -4.052 -0.777 -0.316 -0.6 0.1 -0.1
C -4.781 -2.086 -0.604 0.2 0.2 0.0
S -2.235 0.003 1.455 -0.2 0.0 -0.1
O -1.126 -0.621 2.114 0.2 0.0 -0.3
O -3.391 0.356 2.226 -0.1 0.1 -0.2
C -1.619 1.508 0.677 -0.1 -0.5 0.4
C -2.490 2.394 0.072 -0.1 0.1 -0.1
C -1.987 3.558 -0.490 -0.1 -0.1 0.0
C -0.630 3.827 -0.431 0.3 -0.1 0.1
C 0.242 2.926 0.173 -0.4 0.1 0.0
C 1.680 3.282 0.313 -0.1 0.1 0.0
O 2.073 4.404 0.557 -0.1 0.0 0.0
N 2.568 2.248 0.213 1.2 -0.1 0.5
N 2.236 1.047 -0.302 -0.6 -0.3 -0.6
C 2.996 0.034 -0.263 0.4 0.2 0.0
C 4.313 -0.139 0.436 -0.1 0.3 0.2
C 4.116 -1.211 1.515 0.2 -0.1 -0.1
C 3.653 -2.532 0.902 -0.1 -0.2 0.4
C 2.401 -2.358 0.075 0.4 0.2 -0.2
O 1.439 -3.071 0.156 -0.3 -0.2 0.1
C 2.476 -1.208 -0.917 -0.4 -0.1 0.0
C -0.264 1.758 0.734 0.0 0.0 0.1
H -2.162 -0.672 -2.457 0.0 0.1 -0.1
H -0.879 0.126 -1.537 0.1 0.1 -0.1
H -0.569 -1.409 -2.364 0.1 0.0 -0.1
H -0.857 -1.759 0.103 0.0 -0.2 -0.2
H -2.065 -2.619 -0.854 0.0 0.0 0.1
H -4.004 -0.167 -1.230 0.0 0.0 0.1
H -4.596 -0.222 0.449 -0.1 0.0 -0.2
H -5.814 -1.875 -0.869 -0.1 0.0 -0.1
H -4.765 -2.717 0.279 0.0 -0.1 0.1
H -4.317 -2.622 -1.428 0.0 -0.1 -0.1
H -3.547 2.180 0.068 -0.2 0.0 0.0
H -2.656 4.262 -0.960 -0.1 0.0 0.0
H -0.231 4.742 -0.842 0.0 0.1 0.0
H 3.535 2.472 0.452 -0.3 0.0 -0.1
H 5.074 -0.468 -0.276 0.0 0.0 0.0
H 4.657 0.787 0.901 0.1 0.0 -0.1
H 3.369 -0.866 2.233 0.0 0.0 0.1
H 5.052 -1.369 2.054 -0.1 0.0 0.0
H 4.433 -2.924 0.243 0.0 0.0 0.0
H 3.462 -3.271 1.682 0.0 0.0 -0.1
H 1.492 -1.022 -1.345 0.1 0.0 0.0
H 3.162 -1.515 -1.713 0.0 0.0 -0.1
H 0.361 1.045 1.244 0.1 0.0 0.0
```
Forces are in eV/Å.

3.
Here is C22H43MoN2OP3 as an isolated structure in a non-equilibrium geometry from the Open Molecules 2025 dataset. Energies are from ωB97M-V/def2-TZVPD.

Summary:
Total charge: +4
Multiplicity: 3
Energy above the lowest of the compared OMol25 structures with the same formula, charge and spin (eV): 0.073
Total energy (eV): -58218.7631
⟨S²⟩: 2.268

Geometry as XYZ:
```
72
Properties=species:S:1:pos:R:3:forces:R:3
Mo 0.315 -0.213 1.168 -2.0 0.9 1.4
P 1.992 -1.232 2.466 2.3 -0.8 1.9
P 1.706 1.484 0.342 1.5 1.7 0.0
P -0.441 -2.235 0.209 -0.4 -2.3 -1.2
H -0.322 1.813 -7.866 -0.4 0.0 0.3
C -1.274 1.307 -7.658 3.0 -1.7 -1.9
C -2.348 1.903 -7.124 -3.1 1.4 1.2
H -2.421 2.970 -6.921 0.2 -0.1 0.0
C 3.363 -2.038 1.541 -0.2 0.0 -0.6
C 2.901 -0.152 3.642 0.0 0.3 -0.2
C 1.482 -2.514 3.672 -0.6 -0.2 0.0
C 1.230 2.711 -0.910 -0.6 -0.4 -0.4
C 1.927 2.661 1.723 -0.2 -0.2 0.5
C 3.389 1.054 -0.208 -0.2 -0.2 0.1
C -1.765 -2.187 -1.043 0.0 0.7 -0.2
C -1.273 -3.348 1.414 0.1 0.3 0.6
C 0.802 -3.350 -0.539 0.2 0.2 0.0
H -1.327 0.267 -8.013 -0.1 0.5 0.1
H -3.256 1.322 -6.957 0.1 0.3 -0.2
H 4.095 -2.432 2.259 -0.3 0.2 0.0
H 3.870 -1.327 0.881 -0.1 -0.3 0.2
H 2.997 -2.866 0.924 0.2 0.2 0.2
H 3.513 -0.783 4.303 -0.2 0.1 -0.3
H 2.186 0.399 4.266 0.1 -0.1 -0.1
H 3.557 0.562 3.133 -0.1 -0.1 0.1
H 2.294 -3.245 3.813 -0.2 0.3 -0.1
H 0.575 -3.048 3.367 0.3 0.0 0.1
H 1.287 -2.028 4.639 0.0 -0.1 -0.3
H 1.883 3.584 -0.786 -0.1 -0.2 0.0
H 0.183 3.003 -0.772 0.2 0.1 0.0
H 1.337 2.305 -1.919 0.0 0.2 0.1
H 2.793 3.295 1.480 -0.2 -0.2 0.1
H 2.084 2.174 2.691 0.0 0.2 -0.2
H 1.027 3.290 1.789 0.3 -0.1 0.0
H 3.889 1.997 -0.458 0.0 -0.2 0.0
H 3.320 0.421 -1.102 0.2 0.1 0.1
H 3.962 0.528 0.562 -0.1 0.3 -0.2
H -2.403 -3.069 -0.942 0.2 0.2 -0.1
H -1.347 -2.154 -2.053 0.0 0.0 0.1
H -2.359 -1.283 -0.886 -0.1 -0.2 -0.1
H -2.001 -3.959 0.865 0.3 0.2 0.2
H -1.824 -2.770 2.165 0.0 -0.2 -0.1
H -0.568 -4.017 1.918 -0.1 0.2 -0.1
H 0.291 -4.133 -1.111 0.0 0.1 0.1
H 1.419 -3.836 0.223 -0.2 0.1 -0.1
H 1.456 -2.792 -1.219 -0.1 -0.1 0.0
C -1.068 0.648 -2.546 -0.1 0.3 0.9
C 0.194 0.186 -3.087 0.1 -0.5 0.0
C 0.273 -0.362 -4.356 0.8 0.1 0.8
C -0.863 -0.449 -5.167 0.0 0.2 -0.2
C -2.058 0.155 -4.728 0.0 0.6 -0.8
C -2.147 0.784 -3.502 -0.3 -0.3 0.3
O -1.278 0.884 -1.310 0.6 -0.2 -1.2
H 0.793 -0.136 -0.421 -0.4 -0.4 -0.5
H 1.072 0.199 -2.430 -0.4 -0.1 -0.4
H 1.248 -0.734 -4.688 -0.5 0.0 -0.1
H -0.793 -0.909 -6.163 -0.1 0.0 0.6
H -2.894 0.232 -5.419 0.0 -0.5 0.5
H -3.055 1.286 -3.174 0.1 -0.1 -0.1
N -3.593 2.574 5.242 1.0 -0.9 -1.1
C -2.845 1.907 4.323 -1.0 1.0 1.4
C -2.441 0.572 4.543 1.0 -1.4 -0.7
C -1.604 -0.064 3.632 -0.6 0.7 0.7
N -1.189 0.566 2.496 0.8 -0.5 -1.4
C -1.673 1.803 2.205 -0.4 0.5 0.9
C -2.442 2.509 3.113 0.7 0.0 -1.4
H -3.872 2.130 6.108 0.0 0.1 -0.1
H -3.869 3.537 5.103 0.0 -0.1 0.0
H -2.755 0.029 5.426 0.0 0.1 0.0
H -1.227 -1.084 3.765 -0.3 0.4 0.2
H -1.390 2.169 1.212 -0.2 0.2 0.5
H -2.719 3.527 2.860 -0.2 -0.1 0.1
```
Forces are in eV/Å.

4.
Here is a 3-piece molecular cluster, C12H32BrIN2O5PS2 overall in a non-equilibrium geometry from the Open Molecules 2025 dataset. Energies are from ωB97M-V/def2-TZVPD.

Summary:
Total charge: +1
Total energy (eV): -135273.5366

Geometry as XYZ:
```
56
Properties=species:S:1:pos:R:3:forces:R:3
O -9.320 3.483 2.187 1.1 -1.5 -1.3
P -9.168 2.324 1.004 -1.4 -0.5 1.9
Br -7.998 0.737 2.051 -0.3 1.1 -0.5
S -7.691 3.035 -0.426 1.5 0.4 -0.2
S -6.252 4.280 0.497 -0.2 0.0 0.1
I -8.976 4.433 -1.920 0.2 -0.2 0.6
H -9.767 4.220 1.766 -0.5 0.7 0.1
H -6.386 3.910 1.812 -0.4 -0.1 -0.6
C -0.510 -1.203 1.533 0.0 0.1 0.1
O -0.696 0.198 1.678 0.0 -0.2 -0.2
C -0.106 0.958 0.631 -0.1 0.4 0.2
C -1.184 1.626 -0.204 0.0 -0.3 0.0
N -1.926 0.640 -0.986 -0.1 0.3 0.1
C -3.118 1.174 -1.632 0.1 -0.3 0.0
C -4.248 1.664 -0.725 0.0 0.0 -0.4
O -4.892 0.640 0.016 0.0 0.3 0.2
C -4.274 0.317 1.256 -0.2 -0.2 -0.1
H -0.882 -1.684 2.436 0.0 0.1 0.0
H -1.072 -1.592 0.677 0.1 -0.1 0.0
H 0.549 -1.451 1.421 0.0 -0.1 0.0
H 0.555 0.349 0.010 -0.1 -0.1 0.0
H 0.501 1.736 1.101 0.0 0.0 0.0
H -0.719 2.346 -0.884 0.0 0.0 0.0
H -1.839 2.176 0.484 0.1 0.1 0.1
H -2.203 -0.118 -0.377 0.1 -0.1 0.0
H -3.520 0.379 -2.264 -0.1 0.1 0.0
H -2.823 1.988 -2.301 0.0 0.1 0.1
H -5.024 2.084 -1.375 0.0 0.0 -0.1
H -3.933 2.478 -0.064 0.1 -0.1 0.1
H -3.779 1.180 1.708 0.1 0.0 -0.1
H -3.561 -0.499 1.135 0.1 0.1 0.1
H -5.054 -0.031 1.936 0.0 0.0 0.0
C 4.786 -0.735 -3.183 0.0 -0.2 0.0
O 5.521 -1.808 -2.623 -0.1 0.3 0.0
C 6.659 -1.391 -1.875 0.2 -0.4 0.1
C 6.469 -1.698 -0.400 -0.2 0.2 -0.2
N 5.449 -0.835 0.187 0.1 -0.2 0.1
C 5.053 -1.219 1.540 -0.2 0.1 -0.2
C 4.353 -2.566 1.719 0.0 0.1 0.4
O 3.064 -2.629 1.129 0.1 -0.1 -0.2
C 3.050 -3.000 -0.241 -0.3 0.1 0.1
H 4.019 -1.160 -3.828 0.0 -0.1 0.0
H 4.296 -0.138 -2.405 0.0 0.1 -0.1
H 5.431 -0.090 -3.786 0.0 0.1 0.0
H 6.880 -0.333 -2.034 -0.1 0.0 0.0
H 7.512 -1.968 -2.243 0.0 0.0 0.0
H 7.415 -1.540 0.123 0.0 0.0 0.0
H 6.202 -2.759 -0.315 0.2 -0.1 0.0
H 4.628 -0.852 -0.403 0.0 0.0 -0.1
H 4.376 -0.442 1.904 0.0 0.0 0.1
H 5.937 -1.192 2.185 0.0 -0.1 0.0
H 4.193 -2.708 2.791 0.0 0.0 0.0
H 4.970 -3.409 1.392 0.0 0.0 -0.2
H 3.870 -3.674 -0.495 0.1 0.1 0.0
H 3.079 -2.117 -0.885 0.1 -0.1 -0.1
H 2.108 -3.514 -0.436 0.0 0.0 0.1
```
Forces are in eV/Å.